Computed, not measured: a molecular structure, C10H16ClCuO6 at a distorted geometry, with ωB97M-V with the def2-TZVPD basis set.

Atoms and positions in Å:
Cu (1.09, 0.63, -0.44)
Cl (0.30, 2.93, -1.63)
O (5.64, 3.04, -0.83)
C (5.65, 1.83, -0.16)
C (4.56, 0.77, -0.59)
O (3.24, 1.19, -0.70)
H (5.54, 2.05, 0.92)
H (6.63, 1.34, -0.36)
H (4.63, -0.15, 0.04)
H (4.86, 0.32, -1.57)
O (-0.11, 0.73, 1.44)
C (-0.61, 0.10, 2.34)
O (-0.40, -1.20, 2.49)
C (-0.91, -1.72, 3.73)
C (-1.46, -0.50, 4.44)
C (-1.55, 0.61, 3.40)
H (-0.13, -2.24, 4.29)
H (-1.63, -2.50, 3.48)
H (-0.80, -0.19, 5.25)
H (-2.39, -0.71, 4.97)
H (-1.15, 1.56, 3.76)
H (-2.58, 0.81, 3.11)
O (-0.18, -0.96, -1.70)
C (-1.16, -0.74, -2.35)
O (-1.59, 0.51, -2.61)
C (-2.74, 0.43, -3.46)
C (-3.31, -0.96, -3.32)
C (-2.06, -1.79, -3.02)
H (-2.36, 0.55, -4.48)
H (-3.43, 1.23, -3.20)
H (-3.80, -1.28, -4.24)
H (-4.08, -1.14, -2.56)
H (-1.55, -1.86, -3.99)
H (-2.13, -2.69, -2.43)

* total charge: -2
* E: -80071.8605 eV
* gap between HOMO and LUMO: 1.74 eV
* multiplicity: 1

Computed, not measured: a molecular structure, C33H36Cl3N2O5RuSSbSeSi at a distorted geometry, with ωB97M-V with the def2-TZVPD basis set.

Atoms and positions in Å:
Ru (0.36, 0.08, 0.20)
C (5.85, 1.78, 0.47)
C (5.34, 0.38, 0.80)
N (4.43, 0.38, 1.93)
C (5.03, 0.19, 3.25)
C (5.02, -1.26, 3.69)
C (3.10, 0.52, 1.80)
S (2.50, 0.91, 0.23)
N (2.41, 0.43, 2.94)
C (1.10, 0.36, 3.08)
O (0.20, 0.11, 2.22)
C (0.59, 0.52, 4.48)
C (1.43, 0.39, 5.57)
C (0.94, 0.53, 6.86)
C (-0.40, 0.83, 7.05)
C (-1.25, 0.98, 5.96)
C (-0.76, 0.82, 4.68)
H (6.58, 1.74, -0.35)
H (6.34, 2.23, 1.33)
H (5.03, 2.42, 0.16)
H (6.17, -0.28, 1.06)
H (4.83, -0.05, -0.06)
H (4.48, 0.81, 3.97)
H (6.05, 0.57, 3.19)
H (3.99, -1.63, 3.74)
H (5.48, -1.37, 4.67)
H (5.57, -1.89, 2.99)
H (2.48, 0.16, 5.40)
H (1.60, 0.41, 7.71)
H (-0.79, 0.95, 8.06)
H (-2.29, 1.22, 6.11)
H (-1.40, 0.93, 3.82)
Cl (0.19, 3.48, -1.23)
Si (-0.19, 2.35, 0.48)
Cl (-2.16, 2.81, 0.96)
Cl (0.78, 3.38, 2.02)
O (1.68, -3.30, -1.77)
Se (0.52, -2.29, -1.33)
O (0.95, -0.64, -1.61)
O (0.38, -2.10, 0.34)
O (-0.93, -2.52, -2.01)
C (-5.51, -1.45, 1.87)
C (-5.45, -0.17, 1.09)
C (-6.55, 0.69, 1.19)
C (-6.64, 1.87, 0.48)
C (-5.61, 2.23, -0.37)
C (-4.51, 1.39, -0.48)
C (-4.39, 0.20, 0.24)
Sb (-2.53, -0.80, -0.35)
C (-3.36, -0.93, -2.32)
C (-4.64, -1.46, -2.45)
C (-5.27, -1.52, -3.69)
C (-4.61, -1.02, -4.81)
C (-3.35, -0.46, -4.67)
C (-2.71, -0.40, -3.43)
C (-1.35, 0.24, -3.33)
C (-2.80, -2.80, 0.39)
C (-3.20, -3.82, -0.46)
C (-3.41, -5.11, 0.03)
C (-3.18, -5.38, 1.37)
C (-2.73, -4.37, 2.20)
C (-2.51, -3.08, 1.73)
C (-1.93, -2.04, 2.65)
H (-6.48, -1.54, 2.37)
H (-4.74, -1.50, 2.64)
H (-5.37, -2.32, 1.23)
H (-7.37, 0.40, 1.84)
H (-7.51, 2.51, 0.59)
H (-5.65, 3.15, -0.94)
H (-3.71, 1.69, -1.16)
H (-5.18, -1.82, -1.58)
H (-6.26, -1.94, -3.78)
H (-5.08, -1.06, -5.78)
H (-2.85, -0.05, -5.54)
H (-1.06, 0.69, -4.27)
H (-0.60, -0.49, -3.03)
H (-1.34, 1.03, -2.57)
H (-3.33, -3.63, -1.51)
H (-3.72, -5.89, -0.65)
H (-3.34, -6.38, 1.76)
H (-2.52, -4.59, 3.25)
H (-2.03, -2.34, 3.69)
H (-2.40, -1.07, 2.53)
H (-0.87, -1.91, 2.42)

* total charge: -1
* E: -178774.8608 eV
* gap between HOMO and LUMO (alpha / beta): 7.65 / 6.89 eV
* <S²>: 0.76
* multiplicity: 2

Computed, not measured: a molecular structure, C13H15AuNSe at a distorted geometry, with ωB97M-V with the def2-TZVPD basis set.

Atoms and positions in Å:
C (-1.01, 1.80, -3.23)
C (0.40, 1.57, -3.47)
C (1.15, 2.31, -2.49)
C (0.21, 3.04, -1.67)
C (-1.13, 2.70, -2.10)
Au (-0.13, 0.74, -1.24)
N (-1.20, -0.70, -0.19)
C (-0.44, -1.67, -0.92)
C (0.73, -1.10, -1.83)
H (2.23, 2.36, -2.40)
H (0.83, 0.96, -4.27)
H (0.46, 3.76, -0.88)
H (-2.07, 3.06, -1.64)
H (-1.85, 1.41, -3.84)
H (0.63, -1.33, -2.89)
H (-1.04, -2.22, -1.62)
H (-2.15, -0.39, -0.42)
H (1.73, -1.32, -1.54)
H (0.12, -2.19, -0.17)
Se (0.54, 1.51, 1.22)
C (0.31, 0.02, 2.23)
C (-0.90, -0.28, 2.92)
C (-0.99, -1.37, 3.80)
C (0.09, -2.23, 3.99)
C (1.28, -1.98, 3.29)
C (1.40, -0.90, 2.41)
H (-1.77, 0.38, 2.73)
H (-1.92, -1.53, 4.33)
H (0.02, -3.06, 4.67)
H (2.13, -2.64, 3.41)
H (2.33, -0.70, 1.85)

* total charge: -1
* E: -84248.1453 eV
* gap between HOMO and LUMO (alpha / beta): 5.41 / 6.41 eV
* <S²>: 2.02
* multiplicity: 3

Computed, not measured: 11 unconnected molecules or ions with the total composition C30H74N8O11S3 at a distorted geometry, with ωB97M-V with the def2-TZVPD basis set.

Atoms and positions in Å:
C (3.14, 2.94, 3.90)
C (2.27, 3.00, 2.70)
O (2.55, 2.45, 1.64)
N (1.03, 3.66, 2.89)
C (0.21, 4.10, 1.80)
H (4.01, 3.61, 3.75)
H (3.44, 1.92, 4.11)
H (2.57, 3.26, 4.82)
H (0.96, 4.05, 3.83)
H (-0.33, 4.97, 2.11)
H (-0.51, 3.35, 1.51)
H (0.86, 4.31, 0.92)
C (-1.10, 4.75, -2.34)
C (-0.68, 3.54, -1.61)
O (-1.49, 2.80, -1.00)
N (0.58, 3.16, -1.70)
C (1.07, 1.89, -1.13)
H (-0.19, 5.27, -2.63)
H (-1.63, 5.48, -1.67)
H (-1.62, 4.55, -3.33)
H (1.26, 3.67, -2.28)
H (0.86, 0.99, -1.69)
H (0.55, 1.67, -0.21)
H (2.12, 2.05, -0.95)
C (-0.36, 2.40, 7.81)
C (-0.63, 2.25, 6.34)
O (0.11, 2.74, 5.50)
N (-1.68, 1.46, 6.01)
C (-2.01, 0.97, 4.68)
H (0.69, 2.31, 8.00)
H (-0.97, 1.67, 8.44)
H (-0.62, 3.43, 8.09)
H (-2.18, 1.05, 6.70)
H (-1.16, 0.59, 4.13)
H (-2.49, 1.77, 4.09)
H (-2.72, 0.13, 4.85)
C (-4.74, 0.92, -2.56)
C (-4.65, 0.90, -1.09)
O (-4.96, -0.07, -0.42)
N (-4.47, 2.14, -0.48)
C (-4.58, 2.21, 0.94)
H (-5.78, 0.78, -2.93)
H (-4.21, 0.06, -2.94)
H (-4.36, 1.86, -2.95)
H (-3.71, 2.80, -0.86)
H (-5.52, 1.79, 1.37)
H (-4.62, 3.28, 1.14)
H (-3.75, 1.69, 1.40)
C (-1.33, -0.88, 1.10)
C (-0.82, -1.15, -0.34)
O (0.33, -1.50, -0.57)
N (-1.79, -0.99, -1.30)
C (-1.48, -0.84, -2.75)
H (-1.17, 0.21, 1.33)
H (-0.66, -1.39, 1.81)
H (-2.39, -1.17, 1.30)
H (-2.72, -0.84, -0.93)
H (-1.48, 0.17, -3.11)
H (-2.05, -1.46, -3.38)
H (-0.52, -1.32, -2.79)
C (2.52, 0.02, -4.07)
C (2.53, -0.42, -5.50)
O (1.49, -0.48, -6.17)
N (3.72, -0.87, -5.97)
C (3.89, -1.09, -7.43)
H (3.35, -0.45, -3.52)
H (1.58, -0.29, -3.63)
H (2.49, 1.07, -3.88)
H (4.55, -0.68, -5.41)
H (3.27, -0.50, -8.09)
H (3.69, -2.12, -7.71)
H (4.96, -0.91, -7.72)
C (2.89, 3.20, -5.83)
C (1.76, 3.44, -4.92)
O (2.01, 4.03, -3.85)
N (0.49, 3.14, -5.38)
C (0.11, 2.28, -6.59)
H (3.77, 2.86, -5.26)
H (3.21, 4.16, -6.31)
H (2.53, 2.52, -6.62)
H (-0.22, 3.42, -4.74)
H (0.81, 1.44, -6.61)
H (0.10, 2.87, -7.51)
H (-0.90, 1.84, -6.46)
C (1.74, -2.82, 3.72)
C (1.20, -4.03, 4.39)
O (1.59, -4.33, 5.52)
N (0.27, -4.69, 3.78)
C (-0.35, -5.93, 4.33)
H (2.78, -2.71, 3.98)
H (1.24, -1.95, 4.20)
H (1.57, -2.77, 2.64)
H (0.03, -4.60, 2.81)
H (-1.09, -6.23, 3.58)
H (-0.90, -5.63, 5.24)
H (0.40, -6.74, 4.44)
C (-0.29, -3.99, -1.88)
S (0.57, -4.93, -0.67)
O (-0.53, -5.27, 0.36)
C (0.92, -6.49, -1.57)
H (-1.01, -4.64, -2.39)
H (0.48, -3.73, -2.62)
H (-0.65, -3.09, -1.43)
H (1.83, -7.01, -1.28)
H (0.96, -6.22, -2.68)
H (0.10, -7.14, -1.29)
C (5.60, 0.82, 0.36)
S (4.51, 0.64, -1.12)
O (5.43, -0.02, -2.15)
C (3.32, -0.50, -0.50)
H (5.89, -0.20, 0.62)
H (4.95, 1.25, 1.11)
H (6.39, 1.52, 0.10)
H (3.87, -1.21, 0.14)
H (2.73, -0.89, -1.31)
H (2.71, 0.17, 0.11)
C (-5.09, -2.69, 3.05)
S (-3.67, -2.93, 4.07)
O (-3.91, -1.99, 5.17)
C (-4.08, -4.58, 4.65)
H (-6.05, -2.90, 3.48)
H (-5.07, -3.21, 2.08)
H (-5.07, -1.60, 2.75)
H (-3.58, -5.29, 4.00)
H (-5.10, -4.76, 4.66)
H (-3.73, -4.58, 5.66)

* E: -99259.1825 eV
* gap between HOMO and LUMO: 8.83 eV
* multiplicity: 1

Computed, not measured: a molecular structure, C25H30N5PdSTe at a distorted geometry, with ωB97M-V with the def2-TZVPD basis set.

Atoms and positions in Å:
Pd (0.21, 2.07, -0.41)
N (5.30, -2.07, -8.60)
C (4.66, -1.43, -7.86)
C (3.95, -0.77, -6.80)
C (4.65, -0.46, -5.64)
C (3.95, -0.08, -4.49)
C (2.56, 0.20, -4.53)
C (1.90, -0.08, -5.72)
C (2.57, -0.55, -6.83)
C (1.85, 0.79, -3.37)
C (0.48, 0.50, -3.11)
C (-0.29, -0.60, -3.56)
C (-1.59, -0.49, -3.08)
C (-1.60, 0.72, -2.34)
N (-0.37, 1.31, -2.32)
C (2.53, 1.70, -2.47)
C (3.81, 2.28, -2.60)
C (4.21, 2.74, -1.30)
C (3.13, 2.45, -0.46)
N (2.09, 1.94, -1.16)
H (5.71, -0.51, -5.57)
H (4.49, -0.02, -3.56)
H (0.85, 0.14, -5.86)
H (2.03, -0.70, -7.76)
H (0.11, -1.41, -4.10)
H (-2.46, -1.07, -3.34)
H (-2.47, 1.16, -1.88)
H (4.42, 2.24, -3.47)
H (5.16, 3.15, -1.07)
H (3.01, 2.58, 0.60)
Te (0.31, 3.72, 1.58)
C (-4.45, -2.02, 2.11)
C (-3.25, -2.80, 2.56)
C (-2.07, -2.78, 1.53)
C (-1.59, -1.38, 1.23)
N (-0.96, -0.74, 2.42)
C (-0.72, 0.61, 2.56)
S (-1.37, 1.70, 1.37)
N (-0.16, 1.09, 3.66)
C (0.15, 0.34, 4.84)
C (-1.06, -0.09, 5.64)
C (-2.10, 1.01, 5.94)
C (-3.42, 0.86, 5.18)
H (-5.27, -2.08, 2.81)
H (-4.91, -2.42, 1.18)
H (-4.19, -0.94, 2.03)
H (-3.48, -3.87, 2.71)
H (-2.85, -2.39, 3.52)
H (-2.45, -3.22, 0.60)
H (-1.22, -3.41, 1.84)
H (-2.40, -0.76, 0.89)
H (-0.86, -1.37, 0.42)
H (-0.32, -1.37, 2.91)
H (-0.05, 2.11, 3.60)
H (0.79, 0.95, 5.45)
H (0.81, -0.48, 4.57)
H (-0.70, -0.55, 6.59)
H (-1.58, -0.97, 5.18)
H (-1.72, 2.03, 5.81)
H (-2.36, 0.98, 7.03)
H (-3.35, 0.87, 4.04)
H (-4.13, 1.66, 5.36)
H (-3.92, -0.06, 5.49)

* total charge: -1
* E: -55470.5221 eV
* gap between HOMO and LUMO (alpha / beta): 4.30 / 5.99 eV
* <S²>: 2.06
* multiplicity: 3

Computed, not measured: a molecular structure, C2H4N2O3 at a distorted geometry, with ωB97M-V with the def2-TZVPD basis set.

Atoms and positions in Å:
C (0.51, -1.10, 1.05)
N (-0.43, 1.48, -1.27)
C (0.66, 1.09, -0.78)
O (0.05, -0.68, -0.22)
N (-1.64, -0.19, -0.12)
O (-2.25, -0.65, -0.95)
O (1.80, 1.24, -0.51)
H (-0.62, 2.47, -1.37)
H (0.34, -2.17, 1.18)
H (1.59, -0.90, 1.11)
H (0.00, -0.58, 1.86)

* E: -11257.1684 eV
* gap between HOMO and LUMO: 9.18 eV
* multiplicity: 1